Entry 1:
56
Properties=species:S:1:pos:R:3:forces:R:3:lowdin_spin:R:1 method="wB97M-V/def2-TZVPD" multiplicity=5 orbital_gap_ha="0.37362 / 0.22818" e_tot_ha=-1363.3652 de_lowest_kj_mol=28.9 total_charge=+3
Ir -0.26829 0.77520 0.50643 -0.20 -0.38 0.30 3.098
C 3.93461 -1.52360 -0.07757 0.65 0.54 0.03 0.002
N 2.72481 -2.29040 0.12543 -1.04 0.80 0.43 0.021
C 2.86041 -3.71210 -0.08547 -0.01 -0.84 -0.29 0.003
C 1.60561 -1.68720 0.48593 0.28 -1.55 -0.34 0.013
O 1.56511 -0.45250 0.69873 -0.84 1.74 0.00 0.145
C 0.32791 -2.51850 0.62983 0.23 -0.18 -0.24 0.004
O -0.78819 -1.68340 0.88773 0.40 0.66 -0.17 0.062
C -1.49559 -1.89470 2.09763 -0.39 -0.10 0.29 0.005
C -1.28139 -0.73620 3.07813 -0.59 -1.70 1.26 0.010
O -0.83079 0.34020 2.64163 0.73 1.59 -1.77 0.136
N -1.60079 -0.88300 4.35963 0.37 0.44 -1.68 0.021
C -2.04109 -2.10220 4.98523 -0.19 -0.81 0.56 0.003
C -1.55349 0.25840 5.24113 0.00 0.90 0.59 0.003
H 4.59551 -1.63190 0.78563 -0.06 0.01 -0.02 0.001
H 3.69451 -0.47050 -0.21097 0.08 -0.14 -0.03 0.000
H 4.46111 -1.90870 -0.94987 -0.09 0.03 -0.03 0.000
H 3.86301 -4.01210 0.21683 -0.10 0.00 0.10 0.000
H 2.75481 -3.95420 -1.14687 -0.02 0.05 0.06 0.001
H 2.13941 -4.29670 0.47933 0.02 0.04 0.06 0.000
H 0.46241 -3.25520 1.43033 -0.04 0.07 -0.16 0.000
H 0.13401 -3.04390 -0.31487 0.08 -0.02 0.24 0.001
H -1.21469 -2.85560 2.53673 -0.08 0.17 -0.09 0.001
H -2.56199 -1.91840 1.83223 0.18 -0.07 0.18 0.000
H -2.25929 -2.89440 4.27933 -0.06 0.02 -0.05 0.000
H -2.93799 -1.90930 5.57603 -0.02 0.04 -0.16 0.001
H -1.27349 -2.45110 5.68273 -0.02 0.03 -0.12 0.001
H -1.05059 1.09290 4.75973 0.02 -0.12 0.11 0.000
H -1.04199 0.00030 6.16933 0.06 -0.07 -0.13 0.000
H -2.56779 0.57090 5.50363 0.02 -0.11 -0.07 0.001
C -1.73479 5.07750 0.75313 -0.15 -0.04 0.00 0.006
C -0.60669 4.09680 0.76583 0.30 1.67 0.07 0.019
N 0.61051 4.57200 0.94533 0.12 -0.33 0.01 0.014
O -0.83429 2.88080 0.60813 0.07 -2.41 -0.13 0.154
H -1.46599 5.97820 0.20423 0.03 0.01 -0.01 0.001
H -1.96259 5.37260 1.77893 0.03 -0.02 0.05 0.000
H -2.62899 4.63650 0.32453 0.03 -0.06 -0.04 0.000
H 0.77721 5.56310 1.06073 -0.05 -0.11 0.02 0.000
H 1.40221 3.94470 1.00323 -0.03 0.15 0.00 0.000
O -1.45689 0.51090 -1.42357 -0.54 -0.18 1.41 0.160
C -0.58259 0.98250 -2.17547 0.69 0.30 -0.97 0.020
O 0.56281 1.26160 -1.75137 0.25 0.12 0.71 0.079
C -0.87559 1.20110 -3.66437 -0.74 -0.29 0.57 0.005
N 0.42431 1.54780 -4.31317 0.46 0.53 0.30 0.004
C 0.77311 0.45440 -5.27447 0.22 -0.81 -0.49 0.000
C -0.02919 -0.74130 -4.77737 -0.12 0.18 -0.02 0.000
C -1.34169 -0.09690 -4.33247 0.03 -0.09 -0.09 0.002
H -1.60299 2.00810 -3.76227 0.12 0.03 0.00 0.000
H 1.09511 1.59310 -3.51417 -0.09 0.11 -0.54 0.001
H 0.41931 2.45710 -4.78307 -0.06 -0.10 0.17 0.000
H 1.84881 0.28930 -5.28597 -0.03 0.18 0.00 0.000
H 0.44421 0.74490 -6.27437 0.04 0.11 0.16 0.000
H 0.46371 -1.22420 -3.93187 0.10 -0.03 -0.01 0.000
H -0.16889 -1.47970 -5.56187 0.03 -0.03 0.00 0.000
H -1.90669 -0.71120 -3.63637 -0.08 0.04 -0.02 0.001
H -1.97929 0.12810 -5.18567 -0.01 0.01 -0.02 0.000



Entry 2:
10
Properties=species:S:1:pos:R:3:forces:R:3:lowdin_charge:R:1 method="wB97M-V/def2-TZVPD" orbital_gap_ha="0.28197 / 0.33175" e_tot_ha=-346.3371 de_lowest_kj_mol=608.4
C -0.09163 0.29452 0.06450 -1.47 1.62 0.73 -0.149
C 1.03144 1.17003 -0.14342 -1.22 -3.99 1.01 -0.123
C -0.20303 -1.03054 -0.08364 1.02 2.71 0.13 0.043
N 2.65231 -0.52214 0.15136 -0.93 1.04 -0.31 0.062
O 2.25578 0.77009 0.06253 0.85 0.37 -0.88 -0.032
F 3.99011 -0.32542 -0.00916 0.85 -0.41 0.30 -0.070
H -0.99998 0.88252 0.48468 1.44 -1.09 -0.87 0.133
H 0.83026 2.15942 -0.28080 0.42 2.66 -0.12 0.087
H -1.03315 -1.48645 0.25055 -2.92 -1.54 0.90 0.022
H 0.50807 -1.60545 -0.53564 1.96 -1.38 -0.89 0.028